{"formula": "C28H28IIrN4O4SSe", "method": "ωB97M-V/def2-TZVPD", "elements": ["Ir", "N", "C", "C", "O", "N", "C", "C", "O", "O", "H", "H", "H", "H", "H", "H", "I", "C", "C", "C", "C", "C", "N", "H", "H", "H", "H", "Se", "C", "C", "C", "N", "C", "C", "H", "H", "H", "H", "O", "S", "C", "C", "C", "C", "C", "C", "C", "C", "C", "C", "C", "C", "C", "C", "H", "H", "H", "H", "H", "H", "H", "H", "H", "H", "H", "H", "H", "H"], "xyz": [[-0.9242, 1.6202, 1.0077], [-2.3226, 2.2446, 2.8884], [-1.6231, 2.0809, 4.1719], [-0.1530, 2.3705, 4.0103], [0.5008, 2.9061, 4.8697], [0.3536, 1.8910, 2.8031], [1.7005, 2.0096, 2.5770], [1.8121, 3.1695, 1.3285], [2.7280, 3.9202, 1.4735], [0.9064, 2.9727, 0.4734], [-3.1670, 1.6839, 2.8558], [-2.5956, 3.2099, 2.7553], [-2.0212, 2.7078, 4.9649], [-1.7129, 1.0390, 4.4805], [2.2997, 2.3244, 3.4212], [2.1131, 1.1809, 1.9989], [-2.9827, 0.1026, 0.4291], [-1.6982, 3.4070, -1.3836], [-2.4264, 4.1504, -2.2915], [-3.2966, 5.1105, -1.8034], [-3.3858, 5.3186, -0.4355], [-2.6300, 4.5235, 0.3990], [-1.8160, 3.5645, -0.0587], [-2.3190, 3.9833, -3.3536], [-3.8870, 5.7044, -2.4898], [-4.0304, 6.0805, -0.0206], [-2.6669, 4.6659, 1.4714], [-0.3631, 2.1144, -1.8570], [-1.2029, 1.2816, -3.3742], [-1.1100, 1.8910, -4.6144], [-1.6704, 1.2346, -5.7039], [-2.2715, 0.0467, -5.6197], [-2.3268, -0.5317, -4.4190], [-1.8085, 0.0427, -3.2638], [-0.5969, 2.8361, -4.7466], [-1.6249, 1.6825, -6.6906], [-2.8125, -1.5018, -4.3749], [-1.8931, -0.4577, -2.3093], [0.5189, -0.1900, 0.9493], [0.2747, -1.6946, 1.0823], [0.0954, -2.3315, -0.6081], [1.2560, -2.1067, -1.5300], [1.6747, -0.8215, -1.8718], [2.7652, -0.6392, -2.7116], [3.4433, -1.7383, -3.2256], [3.0274, -3.0193, -2.8951], [1.9417, -3.2012, -2.0488], [1.8864, -2.3853, 1.5365], [1.7034, -3.6781, 2.2818], [1.9287, -4.8883, 1.6369], [1.7523, -6.0889, 2.3132], [1.3471, -6.0836, 3.6395], [1.1192, -4.8760, 4.2904], [1.2956, -3.6796, 3.6134], [-0.8193, -1.8369, -0.9415], [-0.1233, -3.3957, -0.4760], [1.1549, 0.0375, -1.4633], [3.0849, 0.3644, -2.9641], [4.2904, -1.5954, -3.8847], [3.5464, -3.8803, -3.2967], [1.6186, -4.2059, -1.7958], [2.3273, -1.5937, 2.1428], [2.4702, -2.5095, 0.6261], [2.2591, -4.8925, 0.6016], [1.9380, -7.0271, 1.8053], [1.2150, -7.0183, 4.1703], [0.8098, -4.8686, 5.3282], [1.1230, -2.7365, 4.1260]], "homo_lumo_gap_ev": [8.2705, 6.1389], "s2": 8.77, "lumo_energy_ev": [-2.710, -5.503], "multiplicity": 6, "charge": 1, "de_lowest_kcal_mol": 0.00}